{"formula": "C4H6O2", "method": "ωB97M-V/def2-TZVPD", "species": ["O", "C", "C", "C", "C", "O", "H", "H", "H", "H", "H", "H"], "xyz": [[1.551, 0.838, 0.641], [0.897, 1.094, -0.508], [-0.253, 0.070, -0.582], [0.078, -1.209, 0.185], [-0.976, -0.246, 0.737], [-2.233, -0.627, 0.568], [1.508, 1.064, -1.412], [-0.913, -0.011, -1.456], [0.500, 2.130, -0.554], [0.958, -1.267, 0.811], [-0.393, -2.153, -0.073], [-0.722, 0.316, 1.644]], "atomic_forces_ev_per_a": [[0.5, 0.7, -1.4], [-1.0, 0.7, 4.0], [2.3, -3.0, -2.6], [-0.1, 0.3, -2.4], [-5.9, -0.3, 3.2], [4.0, 1.3, 0.4], [-0.1, -1.0, -0.7], [0.3, -0.1, 0.4], [0.0, 0.0, 0.1], [0.0, 0.5, -0.2], [-0.1, 0.3, -0.3], [0.0, 0.4, -0.5]], "nbo_charge": [-0.611, -0.108, -0.154, -0.378, 0.181, -0.379, 0.276, 0.253, 0.175, 0.290, 0.242, 0.214], "e_lumo_ev": -3.6, "e_above_lowest_ev": 7.050, "homo_lumo_gap_ev": 5.25, "charge": 0}

{"formula": "C2H2O2", "method": "ωB97M-V/def2-TZVPD", "species": ["C", "C", "O", "O", "H", "H"], "xyz": [[-1.499, 0.368, -0.096], [-0.247, 0.051, -0.010], [-2.620, 0.675, -0.204], [-4.477, 1.056, 0.798], [0.499, 0.822, 0.067], [0.095, -0.967, -0.096]], "atomic_forces_ev_per_a": [[-1.2, 0.4, -0.2], [0.8, -0.2, 0.0], [1.1, -0.3, -0.2], [-0.4, 0.1, 0.3], [0.0, 0.2, 0.1], [-0.2, -0.1, 0.0]], "nbo_charge": [0.733, -0.769, -0.445, -0.053, 0.267, 0.267], "e_lumo_ev": [-1.9, -1.8], "e_above_lowest_ev": 5.291, "homo_lumo_gap_ev": [7.81, 7.91], "charge": 0}

{"formula": "C38H51BaN6OP", "method": "ωB97M-V/def2-TZVPD", "species": ["Ba", "C", "C", "N", "N", "C", "O", "C", "C", "C", "C", "C", "C", "C", "C", "C", "C", "C", "N", "H", "H", "H", "H", "H", "H", "H", "H", "H", "H", "H", "H", "C", "C", "C", "P", "C", "C", "C", "C", "C", "C", "C", "C", "C", "C", "N", "C", "C", "C", "C", "C", "C", "C", "C", "C", "H", "H", "H", "H", "H", "H", "H", "H", "H", "H", "H", "H", "H", "H", "H", "H", "H", "H", "H", "H", "H", "H", "H", "H", "H", "H", "H", "H", "H", "H", "H", "N", "C", "C", "N", "H", "H", "H", "H", "H", "H", "H", "H"], "xyz": [[1.075, 0.455, -0.866], [5.785, 0.228, 1.205], [4.661, 0.146, 0.223], [3.500, 0.636, 0.389], [3.180, 1.216, 1.611], [2.190, 2.077, 1.486], [1.608, 2.446, 0.418], [1.671, 2.616, 2.783], [2.518, 2.896, 3.851], [1.997, 3.358, 5.049], [0.627, 3.520, 5.195], [-0.222, 3.226, 4.138], [0.299, 2.785, 2.932], [4.893, -0.501, -1.116], [6.180, -0.900, -1.473], [6.407, -1.462, -2.721], [5.337, -1.603, -3.583], [4.090, -1.181, -3.144], [3.848, -0.654, -1.954], [5.406, 0.593, 2.156], [6.554, 0.918, 0.849], [6.260, -0.742, 1.353], [3.582, 2.743, 3.730], [2.661, 3.588, 5.872], [0.221, 3.873, 6.135], [-1.292, 3.335, 4.255], [-0.353, 2.545, 2.105], [6.998, -0.764, -0.783], [7.403, -1.774, -3.004], [5.446, -2.029, -4.570], [3.235, -1.279, -3.805], [0.054, -3.360, -1.019], [-0.188, -3.458, 0.484], [-1.473, -4.226, 0.771], [-0.048, -1.782, 1.294], [0.709, -2.170, 2.948], [0.659, -0.923, 3.828], [0.305, -3.422, 3.724], [-1.752, -1.185, 1.561], [-2.538, -1.713, 2.583], [-3.848, -1.327, 2.830], [-4.655, -1.946, 3.933], [-4.376, -0.361, 1.978], [-3.639, 0.186, 0.951], [-2.298, -0.186, 0.698], [-1.559, 0.389, -0.293], [-2.273, 1.062, -1.303], [-2.951, 0.337, -2.303], [-3.042, -1.160, -2.219], [-3.546, 1.003, -3.368], [-3.491, 2.386, -3.493], [-4.105, 3.086, -4.671], [-2.849, 3.097, -2.486], [-2.260, 2.466, -1.395], [-1.659, 3.284, -0.290], [0.088, -4.353, -1.473], [0.998, -2.858, -1.251], [-0.752, -2.807, -1.510], [0.661, -4.009, 0.910], [-2.340, -3.675, 0.401], [-1.632, -4.382, 1.837], [-1.455, -5.203, 0.281], [1.759, -2.309, 2.657], [-0.368, -0.652, 4.079], [1.122, -0.064, 3.339], [1.198, -1.109, 4.760], [-0.666, -3.325, 4.208], [1.030, -3.598, 4.523], [0.283, -4.319, 3.104], [-2.111, -2.475, 3.221], [-4.008, -2.398, 4.687], [-5.325, -2.730, 3.569], [-5.277, -1.206, 4.441], [-5.395, -0.016, 2.122], [-4.099, 0.942, 0.327], [-2.182, -1.558, -1.678], [-3.109, -1.615, -3.209], [-3.922, -1.474, -1.650], [-4.059, 0.420, -4.127], [-4.837, 2.448, -5.167], [-3.356, 3.365, -5.417], [-4.614, 4.003, -4.369], [-2.825, 4.181, -2.528], [-1.830, 4.347, -0.459], [-0.586, 3.128, -0.166], [-2.119, 3.013, 0.664], [0.743, 2.192, -3.244], [0.844, 1.493, -4.522], [-0.078, 0.285, -4.567], [0.298, -0.745, -3.592], [-0.201, 2.554, -3.119], [1.366, 2.991, -3.213], [1.883, 1.179, -4.663], [0.589, 2.135, -5.377], [-0.091, -0.102, -5.593], [-1.098, 0.605, -4.336], [1.024, -1.344, -3.965], [-0.494, -1.346, -3.395]], "atomic_forces_ev_per_a": [[-0.4, -0.7, -1.0], [0.0, 0.0, 0.1], [0.1, -0.3, -0.6], [-0.3, 0.4, 0.5], [0.5, -0.3, -0.4], [-0.3, 0.3, 0.4], [0.3, 0.5, 0.3], [0.1, 0.0, 0.1], [0.0, 0.0, 0.0], [0.1, 0.0, 0.0], [0.0, 0.0, 0.1], [0.0, 0.0, 0.0], [0.0, 0.0, 0.0], [0.0, 0.1, 0.3], [-0.1, 0.0, -0.1], [-0.1, 0.1, 0.1], [0.0, 0.0, 0.0], [-0.1, -0.1, -0.2], [0.2, 0.1, 0.3], [0.0, 0.0, 0.0], [0.0, 0.0, 0.0], [0.0, 0.0, 0.0], [0.0, 0.0, 0.0], [0.0, 0.0, 0.0], [0.0, 0.0, 0.0], [0.0, 0.0, 0.0], [0.0, 0.0, -0.1], [0.0, 0.0, 0.0], [0.0, 0.0, 0.0], [0.0, 0.0, 0.0], [0.0, 0.0, 0.0], [-0.1, 0.1, -0.1], [0.1, -0.1, 0.2], [-0.1, 0.0, 0.0], [-0.1, 0.3, -0.1], [0.1, 0.0, 0.0], [0.0, 0.0, 0.0], [0.0, -0.1, 0.0], [0.0, -0.1, 0.0], [-0.2, 0.0, 0.1], [0.2, 0.0, -0.1], [-0.1, -0.1, 0.2], [-0.1, 0.1, -0.1], [-0.1, 0.0, 0.0], [0.3, 0.0, 0.0], [-0.1, -0.1, 0.0], [0.2, -0.2, 0.0], [0.0, 0.0, 0.0], [0.0, -0.1, 0.1], [0.0, 0.1, 0.0], [0.0, -0.1, 0.0], [-0.1, 0.1, -0.1], [0.0, 0.0, 0.0], [0.1, 0.0, 0.0], [0.0, 0.0, 0.1], [0.0, 0.0, 0.0], [0.0, 0.0, 0.0], [0.1, -0.1, 0.1], [0.0, 0.0, 0.0], [0.0, 0.0, 0.0], [0.0, 0.0, 0.0], [0.0, 0.0, 0.0], [0.0, 0.0, 0.0], [0.0, 0.0, 0.0], [0.0, 0.0, 0.0], [0.0, 0.0, 0.0], [0.0, 0.0, 0.0], [0.0, 0.0, 0.0], [0.0, 0.0, 0.0], [0.0, 0.0, 0.0], [0.0, 0.0, 0.0], [0.0, 0.0, 0.0], [0.0, 0.0, 0.0], [0.0, 0.0, 0.0], [0.0, 0.0, 0.0], [-0.1, 0.1, -0.1], [0.0, 0.0, 0.0], [0.0, 0.0, 0.0], [0.0, 0.0, 0.0], [0.0, 0.0, 0.0], [0.0, 0.0, 0.0], [0.0, 0.0, 0.0], [0.0, 0.0, 0.0], [0.0, 0.0, 0.0], [0.0, 0.0, 0.0], [0.0, 0.0, 0.0], [-0.1, 0.0, 0.2], [0.0, 0.0, -0.2], [-0.1, 0.0, -0.1], [0.1, 0.0, 0.2], [0.0, 0.0, 0.0], [0.0, 0.0, 0.0], [0.0, 0.0, 0.0], [0.0, 0.0, 0.0], [0.0, 0.0, 0.0], [0.1, 0.0, 0.0], [0.0, 0.0, 0.0], [0.0, 0.0, 0.0]], "mulliken_charge": [1.801, -1.617, 0.095, 0.486, -0.465, 0.255, -0.826, -0.233, -0.338, -0.648, -0.465, -0.592, 0.032, 0.641, -0.794, -0.456, -0.974, 0.045, 0.370, 0.322, 0.335, 0.390, 0.421, 0.392, 0.397, 0.423, 0.320, 0.386, 0.419, 0.428, 0.240, -1.293, 0.323, -1.645, 0.571, 0.370, -1.213, -1.670, 0.979, 0.241, 0.222, -1.773, -1.002, -0.706, -1.834, 1.252, -0.235, 0.848, -1.486, -0.849, 0.845, -1.627, -0.855, 1.152, -1.280, 0.505, 0.222, -0.033, 0.652, 0.215, 0.302, 0.533, 0.395, 0.189, -0.037, 0.560, 0.263, 0.500, 0.324, -0.081, 0.366, 0.309, 0.387, 0.377, 0.461, -0.432, 0.493, 0.464, 0.365, 0.398, 0.285, 0.365, 0.404, 0.475, 0.159, 0.262, -0.131, -0.729, -0.060, -0.135, -0.048, 0.237, 0.288, 0.389, 0.410, -0.198, 0.185, 0.019], "e_lumo_ev": 0.0, "homo_lumo_gap_ev": 6.14, "charge": 0}

{"formula": "C31H43I2MoN8", "method": "ωB97M-V/def2-TZVPD", "species": ["Mo", "C", "N", "C", "C", "N", "C", "C", "C", "C", "C", "C", "N", "C", "N", "C", "C", "C", "C", "C", "C", "N", "H", "H", "H", "H", "H", "H", "H", "H", "H", "H", "H", "H", "H", "H", "H", "I", "C", "I", "H", "H", "N", "C", "C", "N", "H", "H", "H", "H", "H", "H", "H", "H", "H", "C", "C", "C", "C", "C", "C", "C", "C", "C", "C", "C", "C", "N", "H", "H", "H", "H", "H", "H", "H", "H", "H", "H", "H", "H", "H", "H", "H", "H", "H"], "xyz": [[-0.444, -1.438, -0.128], [-3.131, -2.782, -0.967], [-2.694, -1.690, -0.085], [-3.152, -1.880, 1.309], [-2.101, -1.439, 2.271], [-0.819, -1.447, 1.929], [-0.110, -1.190, 3.090], [1.259, -1.206, 3.357], [1.659, -0.941, 4.652], [0.738, -0.635, 5.658], [-0.624, -0.643, 5.424], [-1.031, -0.961, 4.136], [-2.278, -1.135, 3.571], [-2.044, -3.802, -0.937], [-0.854, -3.444, -0.478], [-0.022, -4.526, -0.664], [1.323, -4.703, -0.360], [1.889, -5.921, -0.683], [1.147, -6.936, -1.297], [-0.190, -6.773, -1.611], [-0.764, -5.556, -1.278], [-2.040, -5.052, -1.429], [-3.229, -2.396, -1.992], [-4.099, -3.200, -0.662], [-3.089, -0.813, -0.427], [-3.303, -2.954, 1.487], [-4.111, -1.377, 1.492], [1.975, -1.487, 2.596], [2.707, -0.987, 4.904], [1.100, -0.413, 6.647], [-1.330, -0.433, 6.212], [-3.152, -1.104, 4.073], [1.885, -3.919, 0.131], [2.928, -6.101, -0.461], [1.635, -7.871, -1.525], [-0.755, -7.548, -2.101], [-2.814, -5.556, -1.837], [3.221, -1.783, -1.869], [1.871, -1.911, -3.513], [-0.185, -1.388, -2.916], [1.857, -2.936, -3.861], [2.195, -1.229, -4.291], [3.683, 2.095, 0.366], [2.228, 2.408, 0.249], [1.424, 1.302, -0.462], [1.218, 0.128, 0.408], [4.153, 2.841, 0.901], [4.119, 2.061, -0.569], [3.868, 1.203, 0.845], [2.117, 3.326, -0.333], [1.809, 2.592, 1.241], [2.007, 0.928, -1.325], [-0.182, 1.332, -1.716], [0.920, 0.439, 1.334], [2.061, -0.439, 0.503], [2.420, 3.454, -3.154], [0.892, 3.557, -3.219], [0.277, 2.313, -3.874], [0.237, 3.999, -1.917], [-0.013, 5.365, -1.817], [-0.682, 5.915, -0.742], [-1.202, 5.070, 0.216], [-1.004, 3.694, 0.155], [-1.800, 2.877, 1.159], [-1.017, 2.469, 2.407], [-2.498, 1.671, 0.532], [-0.201, 3.171, -0.868], [0.111, 1.758, -0.841], [2.806, 3.346, -4.163], [2.755, 2.588, -2.584], [2.850, 4.360, -2.734], [0.687, 4.380, -3.906], [0.835, 1.404, -3.641], [0.296, 2.434, -4.954], [-0.765, 2.198, -3.581], [0.310, 6.014, -2.615], [-0.854, 6.979, -0.695], [-1.806, 5.479, 1.012], [-2.589, 3.552, 1.505], [-0.334, 1.646, 2.192], [-1.705, 2.145, 3.185], [-0.448, 3.311, 2.793], [-1.789, 0.835, 0.412], [-2.893, 1.936, -0.445], [-3.325, 1.367, 1.173]], "atomic_forces_ev_per_a": [[0.4, 0.4, -0.8], [-0.3, -0.3, -0.3], [0.2, 0.7, 0.0], [-0.3, -0.1, 0.5], [0.0, 0.0, 0.2], [-0.7, -0.1, 0.3], [-0.1, 0.1, 0.9], [-0.1, 0.0, -0.1], [0.1, 0.0, -0.2], [-0.2, 0.0, 0.0], [0.0, -0.1, 0.0], [0.9, 0.0, -0.3], [-0.2, -0.1, -0.4], [0.0, 0.0, -0.1], [-0.5, -0.4, 0.0], [0.1, -1.0, -0.3], [-0.1, 0.0, 0.1], [0.0, 0.2, 0.1], [-0.2, 0.0, -0.1], [0.0, -0.1, 0.0], [0.9, 0.3, 0.3], [-0.3, 0.3, 0.1], [-0.1, -0.1, 0.2], [0.1, 0.1, -0.1], [0.1, -0.2, 0.0], [0.0, 0.2, -0.1], [0.2, -0.1, -0.1], [0.0, 0.0, 0.0], [0.1, 0.0, 0.0], [0.0, 0.0, 0.2], [-0.1, 0.0, 0.1], [-0.1, 0.0, -0.1], [0.1, -0.1, 0.0], [0.1, 0.0, 0.1], [0.0, -0.1, -0.1], [-0.1, -0.2, 0.0], [-0.1, 0.1, 0.1], [0.0, -0.1, -0.4], [-0.2, 0.2, 0.5], [0.5, -0.1, -0.3], [-0.1, -0.1, 0.1], [-0.1, 0.1, 0.1], [0.3, 0.0, 0.0], [-1.1, 0.2, -0.4], [0.3, -0.1, -0.2], [0.1, -0.4, 0.1], [0.0, -0.3, -0.2], [-0.1, 0.0, 0.3], [0.0, 0.3, -0.1], [0.3, 0.0, 0.2], [0.2, 0.0, 0.0], [-0.2, 0.2, 0.2], [0.3, -0.1, 0.1], [0.1, -0.1, 0.0], [0.0, 0.0, 0.0], [-0.3, 0.2, -0.2], [0.1, -0.1, 0.1], [0.1, 0.3, 0.0], [0.0, 0.2, 0.0], [0.1, 0.0, 0.0], [0.0, -0.1, 0.0], [0.1, 0.0, 0.0], [0.0, 0.2, 0.1], [0.2, -0.2, 0.0], [-0.1, 0.2, -0.2], [0.1, 0.0, 0.1], [-0.1, 0.2, 0.0], [-0.2, 0.3, -0.3], [0.2, -0.1, -0.1], [0.0, -0.2, 0.1], [0.1, 0.1, 0.1], [0.0, 0.0, 0.1], [0.0, -0.1, 0.1], [0.0, -0.1, -0.1], [-0.1, -0.1, 0.0], [0.1, 0.1, -0.2], [0.0, 0.1, 0.0], [-0.1, 0.0, 0.1], [0.1, -0.1, -0.1], [0.1, -0.1, 0.1], [0.0, -0.1, 0.1], [0.1, 0.1, 0.1], [-0.3, 0.2, 0.1], [-0.1, -0.1, -0.1], [-0.1, -0.1, 0.1]], "mulliken_charge": [-0.014, -1.230, 0.000, -0.731, -0.370, 0.518, 0.331, -0.542, -0.767, -0.667, -1.029, 0.683, -0.001, 0.218, 0.434, 0.041, -0.411, -0.822, -0.565, -1.031, 0.786, -0.062, 0.419, 0.548, 0.241, 0.484, 0.538, 0.430, 0.470, 0.464, 0.497, 0.273, 0.544, 0.462, 0.439, 0.462, 0.257, 0.128, -0.987, 0.128, 0.537, 0.531, 0.134, -1.603, -0.905, 0.871, 0.426, 0.410, 0.338, 0.453, 0.412, 0.278, -0.072, -0.437, 0.138, -1.455, 0.579, -1.585, 0.493, -0.748, -1.636, -0.687, -0.060, 0.354, -1.317, -1.466, -0.207, 1.467, 0.504, 0.087, 0.340, 0.898, 0.101, 0.498, 0.341, 0.512, 0.406, 0.550, 0.775, -0.073, 0.503, 0.396, 0.245, 0.518, 0.593], "multiplicity": 3, "e_lumo_ev": [-8.1, -8.0], "e_above_lowest_ev": 0.898, "homo_lumo_gap_ev": [7.37, 6.90], "charge": 3}